{
  "formula": "C24H52BI2NO2STa",
  "method": "the ωB97M-V functional and the def2-TZVPD basis",
  "symbols": ["H", "H", "C", "H", "C", "C", "H", "H", "H", "H", "O", "C", "H", "C", "H", "H", "H", "H", "H", "C", "H", "C", "H", "H", "H", "C", "C", "H", "H", "H", "H", "C", "C", "H", "H", "C", "H", "C", "H", "C", "H", "H", "H", "H", "C", "O", "H", "H", "C", "H", "H", "H", "H", "H", "H", "N", "C", "C", "H", "C", "H", "I", "H", "B", "I", "H", "C", "C", "H", "H", "S", "H", "H", "H", "H", "H", "C", "C", "H", "H", "H", "C", "Ta", "H"],
  "coordinates": [[-3.679, 0.001, 0.422], [7.736, 0.368, 1.611], [1.355, -1.363, 0.123], [-0.569, -0.893, 0.980], [-6.820, 0.748, -0.259], [3.641, 2.782, -0.715], [5.196, -2.205, 3.329], [-6.735, -0.418, 2.167], [-5.138, 0.336, 2.172], [6.191, -1.761, 1.942], [-3.976, -1.198, -1.205], [-3.532, -4.519, -1.158], [7.669, 2.425, 0.371], [-8.181, 2.742, 0.423], [-1.833, -2.861, 0.058], [-6.106, 4.081, -0.122], [-8.502, 2.865, -0.618], [7.632, -0.471, 3.850], [-6.132, -1.268, -0.219], [1.874, -0.111, 0.847], [-8.183, 3.733, 0.884], [-5.730, 3.055, -0.073], [3.858, -0.351, 0.060], [-6.570, 1.914, 1.535], [-4.263, -5.298, -0.951], [6.767, 0.882, 1.588], [5.691, 3.089, 0.879], [0.766, -0.260, -4.858], [-8.931, 2.126, 0.927], [6.893, -2.664, 3.279], [1.434, -1.256, -0.965], [6.065, 0.683, 2.936], [-5.796, -0.309, 0.189], [-5.291, -1.414, 1.986], [4.987, 0.585, 2.779], [6.546, -0.539, 3.710], [1.090, 0.653, 0.843], [3.016, 1.401, -0.907], [-5.421, 2.772, -1.082], [3.179, 0.478, 0.308], [-2.600, -4.801, -0.659], [0.999, -3.043, -3.345], [3.169, 3.268, 0.151], [-6.652, 0.945, -1.326], [5.164, 2.766, -0.528], [0.349, -2.639, -3.930], [-1.807, 0.978, -0.216], [5.542, 1.780, -0.827], [-5.739, -0.454, 1.713], [7.484, 2.851, 2.073], [-3.891, -3.577, -0.733], [-4.823, 3.077, 0.536], [6.102, -0.519, 4.710], [3.383, 3.392, -1.585], [6.190, 0.405, 0.789], [0.563, -0.189, -3.858], [-6.801, 2.098, 0.480], [-4.391, -0.102, -0.408], [0.044, -2.478, 1.364], [-3.315, -4.351, -2.650], [5.613, 3.489, -1.218], [-3.919, -6.115, -3.660], [-4.359, 0.805, -1.017], [-0.185, -1.418, -3.460], [-2.669, -3.152, -5.313], [-0.446, -3.304, -0.914], [6.191, -1.866, 3.030], [-0.069, -1.763, 0.535], [1.482, -0.206, -3.426], [-2.780, -0.509, -3.672], [-1.387, 0.917, -1.488], [1.953, 1.512, -1.139], [5.875, 4.166, 0.954], [2.042, -0.385, 1.897], [3.662, 1.038, 1.114], [6.226, 1.576, 3.553], [-0.987, -2.433, -0.510], [-2.820, -3.263, -3.226], [3.479, 0.953, -1.794], [-7.827, 0.321, -0.180], [4.921, 2.863, 1.627], [6.990, 2.356, 1.229], [-2.180, -1.367, -2.146], [2.028, -2.185, 0.408]],
  "forces_ev_per_angstrom": [[-0.0197, 0.2070, -0.0777], [-0.0532, 0.0688, 0.0078], [0.1682, -0.0994, -0.1386], [-0.0180, 0.0051, -0.1966], [0.0401, 0.0503, -0.0995], [-0.2731, 0.1574, 0.1130], [0.0255, 0.0685, -0.1012], [0.0112, -0.0222, -0.0548], [-0.0361, -0.0345, -0.0231], [0.0309, -0.0401, 0.0600], [1.2739, 0.5358, -0.2365], [0.0664, 0.1184, -0.0319], [0.0005, 0.0151, 0.0768], [-0.1779, 0.0647, -0.1768], [0.0392, 0.1116, -0.1408], [0.0384, -0.0554, 0.0461], [0.0217, 0.0031, 0.0611], [-0.0872, 0.0320, -0.0377], [-0.0224, 0.0876, -0.0218], [-0.1607, -0.1459, 0.1818], [0.0138, -0.0630, 0.0258], [0.1223, 0.0751, -0.0436], [-0.0075, 0.0839, 0.1211], [-0.1020, 0.0161, -0.0514], [-0.0445, 0.0629, -0.0187], [0.1837, -0.0315, -0.1181], [-0.0682, 0.1546, 0.1282], [0.0553, -0.0575, 0.0080], [0.0413, 0.0195, -0.0252], [-0.0232, 0.0498, 0.0596], [-0.1292, 0.1923, 0.0396], [-0.0972, 0.0835, 0.0200], [-0.1165, -0.1520, 0.0092], [0.0570, 0.1004, -0.0136], [0.0083, 0.1267, 0.0839], [0.0987, -0.1553, 0.0560], [0.0749, 0.0293, -0.0498], [0.0145, -0.0278, -0.1935], [-0.0699, 0.0788, 0.0199], [0.0767, -0.2388, -0.0278], [-0.0785, 0.0052, -0.0798], [-0.1465, 0.0542, -0.0761], [0.0375, -0.0133, -0.0999], [-0.1548, -0.0624, 0.0487], [0.2670, -0.0880, -0.0660], [0.1860, -0.2028, 0.0414], [-0.1622, -0.1679, 0.0881], [-0.0257, 0.0864, -0.0281], [-0.0222, -0.1333, 0.0212], [-0.0040, -0.0189, -0.0603], [0.0676, -0.0787, 0.0030], [-0.0405, -0.0975, -0.0288], [0.0886, -0.0185, 0.0114], [-0.0024, 0.0150, 0.0511], [0.0650, -0.0157, 0.0477], [-0.1189, 0.0521, -0.3136], [0.1890, -0.0076, 0.0530], [-0.2338, -0.2813, 0.1526], [-0.0429, 0.1431, 0.1009], [-0.0338, 0.0423, 0.4123], [0.0556, -0.1594, -0.0127], [-0.0182, -0.2133, -0.2223], [0.0662, 0.0023, 0.1175], [-0.0510, 0.3022, 0.1851], [-0.0409, -0.1121, -0.2222], [-0.1319, 0.0003, -0.0104], [-0.0640, -0.0132, -0.0720], [-0.2017, -0.1300, 0.3931], [0.1802, 0.1091, 0.1972], [0.6928, -0.2302, 0.0212], [0.1940, -0.0714, -0.2398], [-0.0105, 0.0050, -0.0399], [-0.1293, -0.0448, 0.0150], [-0.1466, 0.0376, -0.0261], [-0.0057, -0.0159, -0.0188], [-0.0688, -0.0659, -0.0294], [0.7785, 0.0641, -0.3843], [-0.0077, 0.1155, -0.0376], [-0.0950, -0.0287, 0.0215], [0.0936, -0.0157, 0.1080], [0.1037, -0.0274, -0.0240], [-0.1590, -0.1307, -0.0847], [-1.8328, -0.0968, 1.1448], [0.0076, 0.0323, -0.2969]],
  "lowdin_charge": [0.0895, 0.1118, -0.2200, 0.0750, -0.1623, -0.2108, 0.0709, 0.0764, 0.0732, 0.0650, -0.4240, -0.2210, 0.1090, -0.0986, 0.0216, 0.0669, 0.0832, 0.1014, 0.1328, -0.2169, 0.0698, -0.0658, 0.1104, 0.1119, 0.0277, -0.2197, -0.2168, 0.0473, 0.0720, 0.0643, 0.0952, -0.2297, -0.3373, 0.0789, 0.0973, -0.2722, 0.1017, -0.2061, 0.0718, -0.2091, 0.0670, 0.0720, 0.1135, 0.1226, -0.2067, -0.0583, -0.2697, 0.1036, -0.0815, 0.1048, 0.0465, 0.0773, 0.0994, 0.1044, 0.0916, 0.0373, -0.4279, -0.3227, 0.0946, -0.9348, 0.1058, 0.7171, 0.0802, -0.8087, 0.7551, 0.0455, -0.1067, -0.3210, 0.0257, -0.0902, 0.2344, 0.0966, 0.1064, 0.1075, 0.0776, 0.1106, -0.3473, -0.9191, 0.1078, 0.1101, 0.0986, -0.2193, 1.3775, 0.1083],
  "homo_lumo_gap_ev": 6.8,
  "homo_ev": -4.5,
  "total_charge": -1
}